1.
A molecular structure, C24H16Cl2IrN3O4 at a distorted geometry, computed with the ωB97M-V functional and the def2-TZVPD basis.

Cartesian coordinates (Å):
Ir: -0.17363 -0.13510 -0.04965
C: -1.63997 -3.57577 -1.93126
O: -3.00748 -3.51879 -1.51653
C: -3.46236 -2.65244 -0.60013
C: -4.70972 -2.92980 -0.07568
C: -5.32296 -2.11460 0.87785
C: -4.68914 -0.98446 1.32479
C: -3.41986 -0.66213 0.81963
C: -2.82206 0.56232 1.18953
N: -1.62654 0.93259 0.84458
N: -1.34839 2.27260 1.04528
C: -0.30057 2.60708 0.38045
O: 0.34193 1.68791 -0.35830
C: 0.22768 3.97675 0.36163
C: -0.64508 5.05746 0.43388
C: -0.13952 6.34673 0.41212
C: 1.23026 6.55526 0.32820
C: 2.10098 5.47530 0.26528
C: 1.60165 4.18392 0.27447
C: -2.79587 -1.47255 -0.16219
O: -1.65050 -1.17184 -0.72930
H: -1.56356 -4.49975 -2.49653
H: -0.97170 -3.61266 -1.06913
H: -1.38521 -2.73165 -2.56777
H: -5.20553 -3.82191 -0.43522
H: -6.29968 -2.38461 1.25336
H: -5.14604 -0.32969 2.05443
H: -3.38692 1.29721 1.75459
H: -1.70980 4.88143 0.50435
H: -0.81484 7.18998 0.45899
H: 1.62164 7.56361 0.31310
H: 3.16843 5.64121 0.21331
H: 2.27569 3.33752 0.23762
Cl: 0.75566 -4.59774 1.99405
C: 1.84140 -3.61675 1.09986
C: 3.17417 -4.04057 0.89850
C: 4.06274 -3.27708 0.19630
Cl: 5.68805 -3.81468 -0.01153
C: 3.66437 -2.03125 -0.36339
C: 4.47556 -1.14095 -1.08887
C: 3.94519 0.04014 -1.54758
C: 2.60565 0.35064 -1.29930
N: 1.81351 -0.48018 -0.63897
C: 2.32999 -1.65308 -0.16770
C: 1.41761 -2.41741 0.57924
O: 0.18381 -1.93415 0.69858
H: 3.48573 -4.98736 1.31679
H: 5.51279 -1.38856 -1.27061
H: 4.54753 0.74468 -2.10184
H: 2.16493 1.27318 -1.64927

Calculated values
- Multiplicity: 2
- Total charge: +1
- Largest force on an atom: 1.1 eV/Å
- HOMO level (alpha / beta): -11.246 / -10.944 eV
- Energy: -65684.221 eV
- Relative energy (zero: lowest compared OMol25 entry of this formula, charge and spin): 70.1 kJ/mol

And the Mulliken charges, in e, turn out to be: 1.09 -0.53 -0.45 0.29 -0.63 -0.62 -0.99 0.19 0.19 0.48 -0.89 0.42 -0.51 0.63 -0.43 -0.64 -0.41 -0.66 -0.37 1.35 -0.94 0.32 0.16 0.24 0.47 0.41 0.43 0.47 0.43 0.40 0.40 0.41 0.41 -0.17 0.57 -0.65 0.65 -0.21 -0.21 -0.51 -1.00 0.02 -0.56 1.01 -0.28 -0.80 0.46 0.45 0.42 0.68

***

2.
A molecular structure, C24H16Cl2N6O2OsS, computed with the ωB97M-V functional and the def2-TZVPD basis.

Cartesian coordinates (Å):
Os: -0.48457 0.71604 -0.04035
Cl: 1.78288 4.35866 5.26535
C: 0.95505 3.85481 3.88210
C: 1.24665 2.63974 3.32530
C: 0.55471 2.23017 2.18123
N: 0.79434 1.07930 1.48556
C: 2.00568 0.35584 1.61030
O: 2.54477 0.08228 2.64258
C: 2.58390 0.05036 0.25489
C: 3.85936 -0.46517 0.15134
C: 4.40736 -0.61656 -1.11652
C: 3.65848 -0.24460 -2.21936
C: 2.37698 0.24967 -2.02639
N: 1.84664 0.39492 -0.81329
C: -0.46401 3.09484 1.58809
C: -0.74846 4.31388 2.15287
C: -0.05821 4.70359 3.29570
Cl: -0.41461 6.18973 3.98984
N: -1.04380 2.55006 0.44954
C: -2.11094 3.10679 -0.24614
O: -2.56599 4.20675 -0.09236
C: -2.69814 2.13121 -1.24348
C: -3.79886 2.49210 -1.97917
C: -4.37885 1.55395 -2.82391
C: -3.83365 0.28101 -2.88956
C: -2.72003 -0.01294 -2.13110
N: -2.14239 0.89263 -1.32422
H: 1.98756 2.00084 3.78003
H: 4.39849 -0.72362 1.05259
H: 5.40922 -1.00750 -1.23665
H: 4.05543 -0.33153 -3.22148
H: 1.76150 0.54450 -2.86747
H: -1.48732 4.96831 1.71967
H: -4.18734 3.49517 -1.86593
H: -5.24967 1.81080 -3.41250
H: -4.26404 -0.48296 -3.52136
H: -2.27628 -0.99563 -2.15989
N: -0.30406 -6.41706 -0.78030
C: 0.27927 -5.64873 0.14975
S: 1.29540 -6.17803 1.31467
C: 0.00815 -4.18243 0.05393
C: -0.23127 -3.43613 1.20278
C: -0.38370 -2.07494 1.10229
N: -0.30990 -1.41324 -0.07351
C: -0.08357 -2.13386 -1.18403
C: 0.06941 -3.50273 -1.16221
H: -0.12979 -7.40999 -0.76474
H: -0.99998 -6.06830 -1.41714
H: -0.26434 -3.92009 2.16889
H: -0.55005 -1.47613 1.98933
H: 0.01502 -1.58195 -2.11013
H: 0.28753 -4.02384 -2.08545

Calculated values
- Multiplicity: 5
- Total charge: +2
- Largest force on an atom: 0.5 eV/Å
- HOMO level (alpha / beta): -13.264 / -13.258 eV
- Energy: -76516.171 eV
- Relative energy (zero: lowest compared OMol25 entry of this formula, charge and spin): 0.0 kJ/mol

And the Mulliken charges, in e, turn out to be: 0.86 -0.09 0.06 -0.63 0.21 0.00 -0.26 -0.56 1.02 -0.69 -0.39 -0.75 -0.26 -0.10 0.23 -0.82 0.28 -0.07 -0.09 0.41 -0.63 0.38 -0.62 -0.28 -0.85 0.13 -0.12 0.70 0.52 0.48 0.44 0.48 0.74 0.50 0.48 0.43 0.49 -0.37 -0.07 -0.26 0.69 -0.62 -0.42 -0.09 -0.36 -0.80 0.23 0.22 0.49 0.48 0.75 0.47

***

3.
A molecular structure, C24H16MnN6O6, computed with the ωB97M-V functional and the def2-TZVPD basis.

Cartesian coordinates (Å):
Mn: -0.13481 0.56859 -1.47319
C: -3.62013 -3.30265 -0.83203
C: -2.37479 -3.71599 -0.37179
C: -1.22543 -3.06102 -0.77710
C: -1.31948 -1.99502 -1.67477
C: -2.56812 -1.58126 -2.13492
C: -3.71523 -2.23168 -1.70614
N: -0.19325 -1.22993 -2.05584
C: 1.03375 -1.74865 -2.38815
C: 1.30916 -3.10193 -2.65023
C: 2.57360 -3.46718 -3.04789
C: 3.62080 -2.53683 -3.19958
C: 3.38068 -1.20997 -2.97579
C: 2.09230 -0.82352 -2.57439
N: 1.69689 0.46778 -2.33634
N: 2.43248 1.47671 -2.39815
C: 1.72360 2.65092 -2.07476
C: 2.33086 3.87880 -2.24694
C: 1.61178 5.01741 -1.91314
C: 0.32389 4.89574 -1.41362
C: -0.21276 3.63120 -1.25862
N: 0.46979 2.52850 -1.58171
H: -4.51381 -3.81659 -0.50469
H: -2.30128 -4.54443 0.32023
H: -0.26293 -3.34830 -0.37407
H: -2.62681 -0.77951 -2.86035
H: -4.68146 -1.90729 -2.06837
H: 0.52408 -3.83862 -2.57329
H: 2.77108 -4.51058 -3.25816
H: 4.60270 -2.87765 -3.49437
H: 4.14806 -0.45694 -3.09021
H: 3.33790 3.92168 -2.63499
H: 2.05749 5.99468 -2.03971
H: -0.25706 5.76219 -1.13411
H: -1.20178 3.47486 -0.84713
O: 0.84537 -0.02923 0.44693
C: -0.21454 0.39001 0.94402
O: -1.18333 0.75714 0.16250
C: -0.43094 0.51617 2.40616
C: -1.22594 1.54035 2.89970
C: -1.37384 1.65746 4.26690
C: -0.78767 0.78244 5.16030
C: -0.01379 -0.22930 4.62527
C: 0.19284 -0.37590 3.26839
N: 0.63099 -1.19135 5.54821
O: 0.46112 -1.01720 6.73258
O: 1.29945 -2.06914 5.04689
N: -2.19879 2.76748 4.79357
O: -2.59989 3.58360 3.99000
O: -2.40359 2.78671 5.98447
H: -1.72840 2.23408 2.24311
H: -0.92677 0.88288 6.22619
H: 0.82600 -1.16973 2.89911

Calculated values
- Multiplicity: 5
- Total charge: +1
- Largest force on an atom: 0.6 eV/Å
- HOMO level (alpha / beta): -11.112 / -11.275 eV
- Energy: -77682.837 eV
- Relative energy (zero: lowest compared OMol25 entry of this formula, charge and spin): 0.0 kJ/mol

And the Mulliken charges, in e, turn out to be: -0.21 -0.46 -0.92 0.01 0.47 -0.28 -0.83 -0.04 0.53 -0.59 -0.67 -0.66 -0.62 0.51 0.96 -0.97 0.41 -0.61 -0.16 -0.84 -0.07 0.03 0.42 0.40 0.62 0.44 0.42 0.58 0.41 0.41 0.49 0.53 0.43 0.42 0.48 -0.60 1.31 -0.82 0.39 -0.70 -0.02 -0.43 -0.17 -0.55 1.06 -0.59 -0.61 1.04 -0.61 -0.58 0.60 0.63 0.62

***

4.
A molecular structure, C24H17BrF3N5O2Pd, computed with the ωB97M-V functional and the def2-TZVPD basis.

Cartesian coordinates (Å):
Pd: 0.20770 -0.19961 -0.03717
N: -1.52270 1.51770 -2.41130
C: -0.56103 0.65843 -2.92076
C: -0.08101 0.94011 -4.20598
C: 0.87514 0.12532 -4.75738
C: 1.34338 -0.96807 -4.03557
C: 0.81969 -1.17466 -2.78625
N: -0.13138 -0.39787 -2.23149
C: -2.01929 1.69827 -1.12068
C: -2.59513 2.93752 -0.81582
C: -3.14346 3.12442 0.42978
C: -3.12328 2.07321 1.34286
C: -2.53074 0.89564 0.94851
N: -1.97484 0.69965 -0.25647
H: -1.68286 2.31367 -3.00579
H: -0.45828 1.80036 -4.74443
H: 1.27153 0.34482 -5.74078
H: 2.11241 -1.61958 -4.42358
H: 1.16931 -1.99056 -2.16803
H: -2.58820 3.73406 -1.54978
H: -3.57768 4.08026 0.69467
H: -3.54926 2.17123 2.33166
H: -2.49127 0.04339 1.61729
Br: -3.00213 -6.11751 1.35252
C: -1.96494 -4.59789 0.96713
C: -1.22928 -3.98785 1.96292
C: -0.47870 -2.87251 1.62773
N: -0.42264 -2.36800 0.39321
C: -1.15466 -2.96584 -0.54916
C: -1.93835 -4.08220 -0.31454
H: -1.23130 -4.36523 2.97553
H: 0.10570 -2.36369 2.38157
H: -1.12042 -2.52417 -1.53604
H: -2.51002 -4.52962 -1.11501
N: 3.02148 0.81332 6.65525
C: 2.56886 0.68057 5.60658
C: 1.99285 0.50043 4.29436
C: 2.46809 -0.50762 3.45554
C: 1.89060 -0.68936 2.20855
C: 0.82768 0.11209 1.79933
C: 0.38524 1.13777 2.61904
C: 0.96122 1.33081 3.86692
H: 3.29070 -1.13210 3.78011
H: 2.28417 -1.44727 1.54274
H: -0.40797 1.79754 2.29476
H: 0.62179 2.13253 4.51058
F: 2.65417 3.45848 -2.14225
C: 3.13795 2.24217 -1.87717
F: 3.39814 1.65756 -3.06075
F: 4.30508 2.39968 -1.24025
C: 2.16325 1.37010 -1.05688
O: 2.52182 0.19861 -0.86806
O: 1.09292 1.91149 -0.68780

Calculated values
- Multiplicity: 1
- Largest force on an atom: 0.8 eV/Å
- HOMO level (alpha / beta): -7.953 / -7.952 eV
- Energy: -118384.698 eV
- Relative energy (zero: lowest compared OMol25 entry of this formula, charge and spin): 0.0 kJ/mol

And the Mulliken charges, in e, turn out to be: 0.09 -0.14 0.69 -0.82 -0.47 -0.93 0.11 0.21 0.89 -0.76 -0.46 -0.70 -0.31 -0.17 0.15 0.39 0.40 0.41 0.36 0.34 0.41 0.43 0.42 -0.13 0.27 -0.85 -0.19 0.27 -0.14 -0.86 0.45 0.38 0.38 0.45 -0.54 -0.08 0.44 -0.54 -0.55 0.23 0.09 -0.81 0.46 0.54 0.51 0.45 -0.26 0.69 -0.24 -0.27 0.60 -0.62 -0.62

***

Question: Which value of relative energy (zero: lowest compared OMol25 entry of this formula, charge and spin) does entry 3 give?
Answer: 0.0 kJ/mol